A 7-piece molecular cluster, C33H34O19 overall, computed with ωB97M-V/def2-TZVPD.

Last column: Mulliken charge in e.
Cartesian coordinates (Å):
1 C -1.41978 -3.66416 -0.84171  0.509
2 H 4.55622 -0.04416 1.53829  0.213
3 C -2.46278 -4.16816 -1.80371  0.402
4 C -1.95178 -2.43216 -3.70171  0.668
5 H -0.30078 -0.71216 -4.31571  0.398
6 H 1.48622 0.99984 -3.32971  0.846
7 H 4.40822 0.91584 0.04629  0.560
8 C 1.41522 1.94184 -3.09771  -1.037
9 H 1.84522 1.97584 -2.12171  -0.010
10 C 5.91022 -0.70616 -0.03971  0.348
11 C -0.78278 -2.07816 -2.88671  -0.280
12 H -0.78678 -3.09516 2.64029  0.333
13 H 0.27822 2.08884 -3.26071  0.274
14 O -3.60078 4.44984 1.17029  -0.691
15 O -3.94378 -0.93516 -0.55271  -0.511
16 C 1.03922 -4.51316 2.55129  -1.000
17 C 1.69322 2.75084 -5.55771  -1.192
18 O -0.34278 5.86684 -3.06671  -0.533
19 H -1.10878 3.99984 1.20329  0.282
20 C 2.15922 -5.31316 3.07229  0.817
21 C -2.70278 -3.47516 -3.17071  -0.567
22 C 2.30922 -2.47816 3.05129  0.236
23 C 2.10222 2.81384 -4.14371  0.694
24 H -2.85978 2.22484 2.81929  -0.136
25 O -4.38378 1.06984 4.68029  -0.435
26 C 1.19622 0.43184 0.16829  0.226
27 H 0.27922 -5.06916 2.29829  0.704
28 O 0.88922 4.65284 -0.80671  -0.477
29 C -5.17478 -0.52016 2.97729  0.476
30 C -4.14178 -0.45216 0.69829  0.128
31 H -3.49278 -5.79516 -2.05371  0.329
32 O 2.90322 3.65784 -3.74671  -0.588
33 H 0.48222 0.29384 -0.45871  0.714
34 O 4.45322 -5.40516 4.09329  -0.559
35 H -5.18378 5.50484 -0.43671  0.256
36 O -4.71478 5.81184 -1.05571  -0.443
37 C 4.64022 -0.04016 0.37329  -0.318
38 C -3.33378 5.59584 -0.90071  0.120
39 C 0.79222 1.50584 1.11329  0.946
40 O 6.64822 -0.11416 -0.69371  -0.493
41 C -1.54678 4.44384 0.26229  0.018
42 H -5.66378 -1.89016 1.56929  0.395
43 O 2.14022 -6.56416 2.98729  -0.644
44 O -0.18278 -2.35116 2.80929  -0.298
45 C -0.49078 4.87984 -0.86771  0.028
46 H 5.82222 -2.33816 1.37029  0.159
47 O 1.18222 2.72284 0.94229  -0.808
48 C -4.52378 0.76384 3.28929  0.221
49 C 0.17122 1.33484 2.44129  -0.568
50 H 3.78622 -0.85916 0.18529  -0.119
51 H -2.97478 6.34784 -2.97271  0.386
52 H 0.45822 -2.22916 -0.79971  0.178
53 O -2.81478 -5.49916 -1.50771  -0.426
54 C -1.02878 5.55484 -2.14271  0.479
55 C -2.90178 4.86684 0.22129  0.845
56 H -0.38578 2.24884 2.48929  0.252
57 H 1.47222 -0.47216 0.76329  -0.610
58 H -3.31678 -4.00616 -3.97071  0.245
59 O 0.01222 -1.05716 -3.39571  -0.475
60 H 5.74222 -2.76616 -0.38371  0.231
61 O -2.07378 -2.09416 -4.81871  -0.564
62 H 2.17822 0.74284 -0.30671  -0.545
63 H 0.65222 2.80584 -5.78271  0.375
64 C -3.40878 0.78584 0.93029  1.341
65 C -3.52478 1.37884 2.30229  0.026
66 H 7.20522 -2.26916 0.59929  0.464
67 O -1.16878 -4.09016 0.27829  -0.531
68 H 0.81522 1.23484 3.32429  0.300
69 O -5.85278 -1.11216 3.77529  -0.544
70 H -3.39378 -0.33416 -1.00571  0.303
71 C 3.33122 -3.14616 3.60129  -0.508
72 H -3.88378 1.79284 4.83229  0.322
73 H 2.18622 1.84784 -5.92271  0.301
74 C 3.36822 -4.64816 3.53729  0.097
75 O -2.55878 1.20384 0.06529  -0.655
76 C 6.23422 -2.08616 0.39329  -1.004
77 H 1.19022 3.96284 -0.13971  0.514
78 C -5.08578 -0.98316 1.61329  -0.902
79 H -0.50978 0.32984 2.54829  -0.033
80 H 4.11922 -2.51316 4.10129  0.420
81 H 2.10022 3.74484 -5.93871  0.309
82 C -0.56178 -2.60716 -1.37271  0.105
83 C 0.97422 -3.07016 2.82129  0.578
84 O 2.32722 -1.13016 3.10629  -0.582
85 C -2.44178 5.93384 -2.08471  -0.717
86 H 4.02822 -6.35216 3.80129  0.435

* total charge: 0
* highest occupied orbital energy: -8.5 eV
* SMILES string: O=C1C=C(O)C(=O)C=C1O.O=C1C=C(O)C(=O)C=C1O.O=C1C=C(O)C(=O)C=C1O.O=C1C=C(O)C(=O)C=C1O.CC(C)=O.CC(C)=O.CC(C)=O
* LUMO level: -2.919 eV
* energy relative to the best compared isomer or geometry (same formula, charge and spin): 28.9 kcal per mole
* frontier orbital gap: 5.5 eV
* E: -2706.81948 Ha